<one>
A gas-phase ion, C7H17NP (charge +1), computed with ωB97M-V/def2-TZVPD.

Cartesian coordinates (Å):
C: 0.387 -0.548 1.296
C: 1.421 -0.699 0.205
C: -1.052 -0.394 0.610
C: 1.419 0.340 -0.852
C: -1.722 -1.679 0.065
C: -1.965 0.401 1.679
C: 1.867 1.797 -0.404
N: -0.924 0.502 -0.572
P: 1.210 -0.236 -2.624
H: 0.564 -1.527 1.841
H: 0.537 0.094 2.121
H: 2.424 -0.849 0.658
H: 1.208 -1.575 -0.342
H: -1.098 -2.125 -0.673
H: -2.721 -1.392 -0.363
H: -1.672 -2.527 0.804
H: -1.619 1.488 1.791
H: -2.258 -0.286 2.577
H: -2.904 0.547 1.250
H: 2.908 1.786 -0.275
H: 1.447 2.182 0.449
H: 1.760 2.387 -1.243
H: -1.251 -0.086 -1.349
H: -1.234 1.395 -0.466
H: 2.464 -0.022 -3.172
H: 0.806 1.024 -3.008

Values from the calculation:
**Net charge**: +1
**E_LUMO**: -5.11 eV
**Molar mass**: 146.2 u
**Orbital gap**: 9.0 eV

***

<two>
2 unconnected molecules or ions with the total composition C7H17NP, computed with ωB97M-V/def2-TZVPD.

Cartesian coordinates (Å):
C: 2.067 0.556 0.174
C: 2.047 2.011 0.201
C: 3.067 -1.637 -0.217
C: -1.315 -1.490 -1.034
C: -2.993 -0.324 1.042
C: -1.606 1.450 -1.046
C: -0.067 -0.068 1.064
N: 2.850 -0.261 -0.154
P: -1.460 0.005 0.062
H: 1.130 2.394 -0.462
H: 1.856 2.330 1.257
H: 3.101 2.402 0.127
H: 3.651 -2.018 -1.102
H: 2.161 -2.358 -0.118
H: 3.753 -1.948 0.636
H: -1.885 -1.085 -1.900
H: -1.672 -2.381 -0.569
H: -0.241 -1.561 -1.365
H: -3.718 0.434 0.782
H: -2.872 0.165 2.146
H: -3.331 -1.370 0.900
H: -2.652 1.442 -1.538
H: -0.815 1.399 -1.814
H: -1.375 2.265 -0.336
H: 0.409 -0.985 1.352
H: -0.087 0.633 1.913

Values from the calculation:
**Net charge**: +1
**E_LUMO**: -3.13 eV
**Molar mass**: 146.2 u
**Orbital gap**: 8.7 eV

***

Compare the structures above. Which one is the most stable? <one> is.